Entry 1:
Formula: C24H72AlN14O10P4
Source: the Open Molecules 2025 dataset
Level of theory: ωB97M-V/def2-TZVPD

Results
Charge   +1
Calculated total energy   -4083.8658 a.u.
Frontier orbital gap   2.58 eV

The geometry in XYZ format:
```
125
Properties=species:S:1:pos:R:3:mulliken_charge:R:1
Al 0.75 -0.05 -0.37 1.76
N 2.59 0.77 -3.35 1.05
O 3.07 1.04 -4.39 -0.60
O 3.13 0.12 -2.48 -0.54
O 1.48 1.19 -2.97 -0.27
N 3.13 0.84 2.14 0.55
O 4.11 0.89 2.97 -0.60
O 3.14 1.67 1.22 -0.37
O 2.28 -0.04 2.09 -0.18
O 0.71 2.90 -0.38 0.18
P 0.97 4.22 -0.93 -1.25
N 2.68 4.56 -1.13 0.29
C 3.64 3.56 -1.55 -0.78
C 3.37 5.88 -1.08 -1.06
N 0.47 5.51 0.20 0.73
C 0.07 6.80 -0.32 -1.11
C 0.71 5.46 1.69 -1.04
N 0.24 4.58 -2.43 0.57
C -1.19 4.26 -2.64 -0.91
C 0.77 5.45 -3.43 -1.00
H 4.02 3.06 -0.66 0.32
H 4.55 3.97 -1.98 0.53
H 3.32 2.85 -2.32 -0.03
H 4.46 5.78 -1.01 0.50
H 3.03 6.48 -0.24 0.23
H 3.32 6.29 -2.09 0.38
H -0.79 6.62 -0.96 0.23
H -0.30 7.42 0.49 0.51
H 0.93 7.33 -0.74 0.25
H -0.23 5.42 2.25 0.24
H 1.27 4.57 1.97 0.19
H 1.25 6.34 2.06 0.48
H -1.46 3.32 -2.16 0.05
H -1.81 5.07 -2.25 0.24
H -1.36 4.11 -3.70 0.52
H 1.02 6.42 -3.01 0.26
H 0.19 5.52 -4.35 0.43
H 1.73 5.14 -3.86 0.27
O 0.30 -2.47 1.19 -0.02
P 0.41 -3.72 2.04 -0.59
N -1.18 -4.59 2.00 0.53
C -1.53 -5.64 2.96 -1.32
C -2.34 -4.10 1.19 -0.88
N 0.80 -3.47 3.65 0.14
C 2.13 -2.99 4.02 -1.00
C -0.20 -2.89 4.53 -0.89
N 1.48 -4.94 1.39 0.70
C 1.76 -4.90 -0.03 -1.00
C 2.36 -5.73 2.20 -1.16
H -0.72 -6.02 3.58 0.31
H -1.75 -6.53 2.37 0.39
H -2.37 -5.36 3.60 0.38
H -2.10 -3.11 0.80 0.05
H -3.25 -4.00 1.78 0.37
H -2.57 -4.67 0.29 0.24
H 2.70 -3.33 3.15 0.36
H 2.09 -1.91 3.97 0.32
H 2.33 -3.45 4.99 0.32
H -0.49 -1.95 4.05 0.22
H -1.00 -3.61 4.68 0.19
H 0.38 -2.67 5.42 0.45
H 1.83 -5.91 -0.42 0.47
H 0.90 -4.54 -0.60 0.06
H 2.66 -4.33 -0.25 0.30
H 3.32 -5.22 2.29 0.38
H 2.32 -6.72 1.76 0.37
H 2.11 -5.85 3.26 0.31
O 0.66 -1.84 -2.58 -0.07
P 0.17 -2.91 -3.57 -0.34
N 0.42 -2.47 -5.20 0.35
C 0.58 -1.01 -5.67 -0.71
C 0.30 -3.44 -6.31 -0.99
N -1.51 -3.23 -3.57 0.27
C -2.48 -2.43 -4.32 -1.12
C -2.17 -4.10 -2.61 -0.83
N 0.99 -4.47 -3.44 0.76
C 2.43 -4.47 -3.46 -1.34
C 0.37 -5.80 -3.38 -1.19
H 1.45 -0.84 -6.31 0.31
H 0.56 -0.43 -4.75 -0.04
H -0.33 -0.80 -6.23 0.34
H -0.61 -3.39 -6.90 0.30
H 0.63 -4.39 -5.89 0.20
H 1.03 -3.21 -7.09 0.36
H -2.29 -1.35 -4.30 0.30
H -2.62 -2.84 -5.31 0.27
H -3.44 -2.49 -3.81 0.48
H -2.78 -4.77 -3.22 0.40
H -1.53 -4.66 -1.93 -0.17
H -2.90 -3.49 -2.08 0.48
H 2.98 -3.60 -3.11 0.27
H 2.75 -5.25 -2.77 0.45
H 2.65 -4.90 -4.44 0.38
H 1.14 -6.57 -3.33 0.51
H -0.18 -6.10 -4.26 0.29
H -0.17 -5.91 -2.44 0.27
O -0.89 1.19 1.80 -0.29
P -1.76 2.07 2.64 -1.04
N -0.88 2.63 4.01 0.71
C 0.64 2.55 3.97 -0.89
C -1.39 3.11 5.24 -1.14
N -3.21 1.17 3.11 0.37
C -4.08 1.64 4.20 -0.92
C -3.22 -0.30 2.98 -1.19
N -2.40 3.47 1.87 0.87
C -2.58 3.40 0.41 -0.99
C -3.25 4.51 2.52 -1.18
H 0.98 1.99 3.10 -0.12
H 1.02 2.03 4.84 0.48
H 1.13 3.53 4.02 0.39
H -1.55 2.24 5.88 0.30
H -2.28 3.74 5.23 0.35
H -0.64 3.71 5.75 0.36
H -4.28 2.71 4.11 0.16
H -5.12 1.31 4.14 0.29
H -3.72 1.27 5.17 0.38
H -4.23 -0.68 3.10 0.49
H -3.02 -0.55 1.94 0.31
H -2.73 -0.85 3.79 0.35
H -2.02 2.58 -0.04 -0.01
H -3.61 3.20 0.12 0.41
H -2.31 4.36 -0.05 0.31
H -3.31 5.49 2.04 0.37
H -2.79 4.91 3.43 0.29
H -4.20 4.07 2.81 0.36
```

Entry 2:
Formula: C17H21CoN2O6S2
Source: the Open Molecules 2025 dataset
Level of theory: ωB97M-V/def2-TZVPD

Results
Charge   -2
Calculated total energy   -3400.4503 a.u.
Frontier orbital gap (alpha / beta)   2.75 / 6.18 eV
Multiplicity   5

The geometry in XYZ format:
```
49
Properties=species:S:1:pos:R:3:mulliken_spin:R:1
Co 9.56 10.34 8.15 2.68
C 6.16 6.48 9.14 0.00
C 7.00 7.50 8.34 0.01
S 6.63 9.16 8.55 0.00
C 8.10 7.06 7.54 -0.01
C 7.95 5.65 6.97 0.01
S 9.52 7.89 7.27 0.06
H 5.81 7.04 10.04 0.00
H 6.66 5.51 9.36 0.00
H 5.25 6.22 8.61 0.00
H 8.19 4.84 7.74 0.00
H 8.66 5.52 6.12 0.00
H 6.90 5.58 6.68 0.00
O 14.30 13.46 7.05 0.00
C 14.59 12.13 7.16 0.01
O 15.74 11.75 7.12 0.02
C 13.51 11.21 7.45 -0.02
C 13.69 9.85 7.36 0.00
N 12.49 9.31 7.66 0.09
N 11.52 10.26 7.89 0.35
C 12.13 11.41 7.78 0.41
C 11.29 12.60 8.14 0.11
O 11.61 13.73 7.78 0.10
O 10.25 12.16 8.81 0.09
H 13.32 13.66 7.14 0.00
H 14.60 9.30 7.10 0.01
H 12.22 8.36 7.74 -0.01
C 8.89 11.39 12.05 0.00
C 9.64 10.19 11.59 0.03
C 9.24 9.04 12.58 0.00
C 11.17 10.27 11.47 -0.03
C 9.04 9.83 10.25 0.09
C 7.99 9.67 9.55 -0.10
H 9.17 11.63 13.08 0.00
H 7.85 11.04 12.07 0.00
H 8.93 12.19 11.36 0.00
H 9.42 9.33 13.61 0.00
H 9.87 8.14 12.40 0.00
H 8.18 8.71 12.45 0.00
H 11.61 10.35 12.48 0.00
H 11.46 11.12 10.85 0.01
H 11.60 9.35 10.99 0.01
C 8.91 12.68 5.26 0.00
C 8.18 11.36 5.64 0.00
O 7.39 10.93 4.77 0.01
O 8.29 10.75 6.81 0.05
H 10.02 12.55 5.36 0.00
H 8.61 13.42 6.03 0.00
H 8.55 13.02 4.25 0.00
```